No. 1
{
  "formula": "C31H42BIrN7O8",
  "method": "ωB97M-V with the def2-TZVPD basis set",
  "symbols": ["Ir", "C", "C", "C", "O", "B", "O", "C", "C", "C", "H", "H", "H", "H", "H", "H", "H", "H", "H", "H", "H", "H", "O", "C", "O", "C", "C", "C", "C", "C", "C", "N", "O", "O", "H", "H", "H", "H", "C", "N", "C", "C", "C", "O", "H", "H", "H", "H", "H", "H", "H", "H", "H", "C", "C", "C", "O", "H", "H", "H", "H", "H", "H", "C", "C", "N", "C", "C", "N", "C", "N", "N", "N", "C", "C", "C", "C", "C", "C", "H", "H", "H", "H", "H", "H", "H", "H", "H", "H", "H"],
  "coordinates": [[0.74883, -0.57898, -0.37350], [-0.41913, -5.66360, -0.85824], [-1.07182, -4.64435, 0.07339], [-1.48309, -5.33084, 1.36315], [-0.04121, -3.65461, 0.38789], [-0.31616, -2.53346, -0.28737], [-1.49140, -2.53947, -0.96498], [-2.19694, -3.78037, -0.62100], [-2.76271, -4.36513, -1.90273], [-3.33427, -3.39317, 0.31829], [0.43907, -6.09572, -0.34603], [-0.06700, -5.19062, -1.77533], [-1.11670, -6.46160, -1.10537], [-0.62724, -5.86869, 1.76801], [-2.27590, -6.05114, 1.16318], [-1.82324, -4.62128, 2.11471], [-1.98699, -4.50973, -2.65205], [-3.51050, -3.68514, -2.30911], [-3.24331, -5.32140, -1.69852], [-2.95265, -2.91737, 1.22225], [-3.90883, -4.27595, 0.59252], [-3.99659, -2.69368, -0.19088], [2.84643, -1.37474, -1.19673], [3.42039, -0.71301, -0.29542], [2.69609, -0.00610, 0.48886], [4.88770, -0.71580, -0.12259], [5.42985, -0.23319, 1.06834], [6.80158, -0.18781, 1.22446], [7.60214, -0.62489, 0.18163], [7.08002, -1.11491, -1.00323], [5.70676, -1.16554, -1.15426], [9.07391, -0.54648, 0.33463], [9.49332, -0.11001, 1.38543], [9.74320, -0.94876, -0.59255], [4.76998, 0.09602, 1.85843], [7.25839, 0.17969, 2.13108], [7.74609, -1.44600, -1.78603], [5.26328, -1.54581, -2.06420], [1.19223, -0.65935, 4.36275], [-0.03414, 0.06574, 4.02984], [-0.83497, 0.56294, 5.14458], [-0.39537, 0.20476, 2.76424], [-1.67725, 0.92958, 2.45265], [0.32956, -0.27549, 1.85121], [1.06477, -1.16025, 5.31809], [2.03525, 0.03048, 4.43361], [1.41216, -1.39019, 3.59065], [-0.18975, 0.69087, 6.00856], [-1.62504, -0.14398, 5.40572], [-1.28798, 1.52351, 4.91453], [-2.52305, 0.45986, 2.95439], [-1.84069, 0.91347, 1.37914], [-1.61818, 1.96479, 2.79127], [0.92049, -1.86694, -3.69366], [0.99446, -0.37616, -3.65815], [0.97957, 0.36757, -4.94934], [1.05084, 0.24772, -2.59552], [0.86090, -2.26503, -4.70110], [0.05527, -2.18993, -3.10570], [1.80476, -2.25889, -3.18473], [1.74162, -0.02947, -5.62153], [1.13136, 1.43325, -4.79803], [0.01144, 0.20099, -5.42973], [0.98108, 2.98119, 0.05307], [-0.22118, 2.45219, -0.64165], [-0.55214, 1.17194, -0.76989], [-1.70737, 1.09400, -1.51860], [-2.08943, 2.35386, -1.82865], [-1.14599, 3.19703, -1.27491], [-1.19882, 4.66067, -1.34365], [-2.54402, 5.10878, -1.27625], [-3.17116, 5.60235, -2.38139], [-4.37122, 5.87444, -2.09098], [-4.60817, 5.56427, -0.76578], [-5.75614, 5.66188, 0.01887], [-5.66453, 5.23543, 1.32553], [-4.46741, 4.72612, 1.85622], [-3.32190, 4.62269, 1.09547], [-3.41728, 5.05398, -0.22428], [1.55750, 2.15520, 0.46471], [0.70890, 3.65547, 0.86696], [1.61981, 3.53025, -0.64027], [-2.17489, 0.14844, -1.74055], [-2.93176, 2.71713, -2.39304], [-0.78898, 5.01307, -2.28947], [-0.61732, 5.07069, -0.51844], [-6.67465, 6.05799, -0.39173], [-6.53288, 5.29629, 1.96714], [-4.45290, 4.41062, 2.89133], [-2.39684, 4.23779, 1.51027]],
  "atomic_forces_ev_per_a": [[0.3, 0.7, 0.3], [0.0, 0.3, 0.2], [-0.2, -0.5, -0.3], [0.1, 0.2, 0.0], [0.6, 0.5, 0.3], [-0.7, -0.8, 0.0], [0.3, 0.7, -0.3], [-0.4, -0.4, 0.3], [0.2, 0.1, 0.1], [0.3, 0.1, -0.1], [0.0, 0.0, 0.0], [0.0, -0.1, 0.0], [0.0, 0.0, 0.0], [0.0, 0.0, 0.0], [0.0, 0.0, 0.0], [0.0, 0.0, 0.0], [0.0, -0.1, 0.0], [0.0, 0.0, 0.0], [0.0, 0.0, 0.0], [0.0, 0.0, 0.0], [0.0, 0.0, 0.1], [0.0, 0.0, 0.0], [-0.6, 0.2, 0.1], [0.9, -0.2, -0.1], [-0.9, 0.0, -0.1], [-0.2, 0.1, 0.1], [-0.1, 0.0, -0.1], [0.1, 0.0, 0.1], [-0.3, 0.1, -0.1], [0.1, 0.0, 0.0], [-0.1, 0.0, 0.0], [0.2, -0.2, 0.1], [-0.1, 0.0, -0.2], [-0.1, 0.1, 0.1], [0.1, 0.0, 0.0], [0.0, 0.0, 0.0], [0.0, 0.0, 0.0], [0.0, 0.0, 0.0], [0.2, 0.0, -0.1], [0.1, -0.1, -0.3], [-0.2, 0.1, 0.1], [-0.5, 0.3, 0.6], [0.2, -0.1, -0.1], [0.5, -0.2, -0.9], [-0.1, 0.0, 0.0], [-0.1, 0.0, 0.0], [0.0, 0.0, 0.0], [0.0, 0.0, 0.0], [0.0, 0.0, 0.0], [0.0, 0.0, 0.0], [0.0, 0.0, 0.0], [0.0, 0.0, 0.0], [0.0, 0.0, 0.0], [0.0, 0.0, 0.3], [0.0, -0.1, -0.3], [0.1, 0.2, 0.1], [0.0, -0.1, 0.2], [0.0, 0.0, 0.0], [0.0, 0.0, -0.1], [0.0, 0.0, -0.1], [0.0, -0.1, 0.0], [0.0, 0.0, 0.0], [0.0, -0.1, 0.0], [0.0, 0.0, 0.0], [-0.1, 0.2, -0.1], [0.6, -0.4, 0.3], [-0.1, 0.0, 0.0], [0.0, -0.1, -0.1], [0.0, -0.3, 0.1], [-0.1, 0.4, -0.1], [0.1, -0.1, 0.5], [0.1, -0.1, -0.2], [-0.3, 0.1, -0.2], [0.6, -0.3, 0.3], [-0.1, 0.1, -0.1], [-0.1, 0.1, 0.0], [0.0, 0.0, 0.0], [0.2, -0.1, 0.1], [-0.4, 0.2, -0.3], [0.0, 0.0, 0.0], [0.0, 0.0, 0.0], [0.0, 0.0, 0.0], [0.0, 0.0, 0.0], [0.0, 0.1, 0.1], [0.0, 0.0, 0.0], [0.1, -0.1, 0.0], [0.0, 0.0, 0.0], [0.0, 0.0, 0.0], [0.0, 0.0, 0.0], [0.0, 0.0, 0.0]],
  "spin_multiplicity": 6,
  "homo_lumo_gap_ev": [8.26, 4.29],
  "s2": 8.76,
  "charge": 2,
  "energy_ev": -63136.2259,
  "homo_ev": [-13.41, -13.41],
  "relative_energy_ev": 1.561
}

***

No. 2
{
  "formula": "C31H42BrCaN4O2S4Si",
  "method": "ωB97M-V with the def2-TZVPD basis set",
  "symbols": ["Ca", "C", "C", "S", "C", "C", "S", "C", "C", "S", "C", "C", "S", "H", "H", "H", "H", "H", "H", "H", "H", "H", "H", "H", "H", "H", "H", "H", "H", "C", "C", "C", "C", "C", "C", "N", "N", "Si", "C", "C", "C", "H", "H", "H", "H", "H", "H", "H", "H", "H", "H", "H", "H", "H", "H", "H", "C", "O", "C", "C", "C", "Br", "C", "C", "C", "O", "C", "N", "C", "C", "C", "C", "C", "C", "N", "H", "H", "H", "H", "H", "H", "H", "H", "H", "H", "H"],
  "coordinates": [[-0.06937, 0.87947, 0.45139], [-2.76293, 3.17284, -1.64701], [-2.59918, 3.68234, -0.22279], [-2.79744, 2.32016, 0.97624], [-4.27410, 2.82058, 1.92669], [-4.44770, 1.89448, 3.13937], [-3.74432, 0.22453, 2.94869], [-4.78917, -0.44953, 1.61572], [-4.05858, -1.54281, 0.84980], [-2.67983, -0.99868, -0.20936], [-3.61889, -0.09527, -1.47935], [-2.71023, 0.47186, -2.55455], [-1.59363, 1.81746, -2.03473], [-3.77373, 2.80452, -1.81915], [-2.56145, 3.97540, -2.35642], [-1.59731, 4.08878, -0.07711], [-3.32951, 4.46084, -0.00454], [-4.13777, 3.85076, 2.25102], [-5.13916, 2.76955, 1.26676], [-3.92129, 2.29068, 4.00666], [-5.50029, 1.79786, 3.40019], [-5.68996, -0.86314, 2.06953], [-5.07252, 0.36971, 0.95550], [-3.60944, -2.25907, 1.53939], [-4.76168, -2.07777, 0.21113], [-4.31802, -0.79965, -1.93403], [-4.18021, 0.70430, -0.99506], [-2.03517, -0.29382, -2.94156], [-3.30829, 0.85057, -3.38245], [0.01816, 3.95943, 2.98109], [1.20236, 3.63834, 2.10703], [2.36371, 4.36999, 2.21424], [3.45349, 4.00944, 1.41291], [3.33743, 2.98482, 0.51385], [2.10067, 2.29789, 0.38548], [1.07307, 2.61958, 1.23463], [1.82417, 1.32987, -0.49825], [2.73798, 0.93323, -1.91204], [1.47208, 0.19956, -3.11301], [4.08603, -0.33974, -1.54895], [3.47835, 2.44433, -2.77165], [-0.27434, 5.00234, 2.85010], [0.26842, 3.82457, 4.03519], [-0.82483, 3.32084, 2.72585], [2.43917, 5.19076, 2.91364], [4.39126, 4.54229, 1.51158], [4.17187, 2.67528, -0.09949], [0.86460, -0.57473, -2.64123], [1.97244, -0.24948, -3.97450], [0.81395, 0.98864, -3.48342], [3.68178, -1.20264, -1.01344], [4.88210, 0.09001, -0.93654], [4.53914, -0.70195, -2.47507], [2.75269, 3.26153, -2.77684], [3.72967, 2.21374, -3.80904], [4.38519, 2.80934, -2.28812], [-0.19846, 0.25623, 3.88492], [-0.01458, -0.29093, 2.57864], [0.48167, -1.56585, 2.49924], [0.78306, -2.36438, 3.58524], [1.29072, -3.63979, 3.36666], [1.68297, -4.73092, 4.86627], [1.51577, -4.11929, 2.09777], [1.21717, -3.31372, 0.99542], [0.67690, -2.04213, 1.19852], [0.32522, -1.22673, 0.17086], [1.46090, -3.74933, -0.37313], [1.10514, -3.03448, -1.41723], [1.51206, -3.73920, -2.53389], [1.38281, -3.45055, -3.89117], [1.89994, -4.36307, -4.78713], [2.52982, -5.54055, -4.35952], [2.66059, -5.84477, -3.01957], [2.14103, -4.92453, -2.11825], [2.09295, -4.89653, -0.73830], [0.74973, 0.30105, 4.42245], [-0.92767, -0.32801, 4.44723], [-0.58015, 1.26330, 3.74209], [0.63747, -2.02383, 4.59945], [1.91765, -5.11389, 1.96723], [0.54183, -1.73415, -0.69612], [0.89536, -2.54320, -4.21968], [1.82075, -4.16928, -5.84861], [2.92065, -6.22667, -5.09872], [3.14406, -6.75486, -2.68916], [2.47520, -5.59413, -0.12546]],
  "atomic_forces_ev_per_a": [[-2.3, 0.3, 0.1], [0.1, -0.1, 0.0], [-0.1, -0.3, 0.2], [-0.1, 0.2, -0.1], [0.2, -0.1, 0.0], [0.2, -0.3, -0.1], [-0.2, 0.0, -0.1], [0.2, 0.1, 0.2], [0.2, 0.2, -0.1], [-0.3, 0.0, -0.2], [0.1, -0.2, 0.2], [0.1, 0.1, 0.2], [-0.1, 0.1, 0.0], [0.0, 0.0, 0.0], [0.0, 0.0, 0.0], [0.0, 0.1, 0.0], [0.0, 0.1, 0.0], [-0.1, 0.0, 0.0], [0.0, 0.0, 0.0], [0.0, 0.1, 0.0], [0.0, 0.1, 0.0], [0.0, 0.0, -0.1], [0.0, 0.0, 0.0], [-0.1, -0.1, 0.0], [0.0, -0.1, 0.0], [0.0, 0.1, 0.0], [0.0, 0.0, 0.0], [-0.1, 0.0, -0.1], [0.0, 0.0, -0.1], [0.1, 0.0, -0.1], [0.1, 0.0, 0.1], [0.0, 0.0, 0.0], [-0.1, -0.1, 0.0], [0.0, -0.1, 0.0], [0.3, 0.3, 0.0], [0.4, 1.1, 0.5], [1.0, 0.3, -0.7], [0.0, -0.1, -0.2], [0.3, 0.1, 0.1], [-0.2, 0.2, -0.1], [-0.1, -0.2, 0.2], [0.0, 0.0, 0.0], [0.0, 0.0, 0.0], [-0.1, 0.0, 0.0], [-0.1, 0.0, 0.0], [0.0, 0.0, 0.0], [0.0, 0.0, 0.0], [-0.1, -0.1, 0.0], [0.0, 0.0, 0.0], [0.0, 0.0, 0.0], [0.0, 0.0, 0.0], [0.0, 0.0, 0.0], [0.0, 0.0, 0.0], [0.0, 0.0, 0.0], [0.0, 0.0, 0.0], [0.0, 0.0, 0.0], [-0.1, 0.1, 0.1], [0.1, -0.1, 0.0], [0.0, -0.2, 0.0], [0.0, 0.1, 0.1], [0.1, -0.2, 0.1], [0.0, 0.1, -0.1], [0.0, 0.1, 0.0], [-0.1, 0.1, 0.2], [0.0, -0.2, 0.0], [0.6, -1.5, -0.1], [0.1, -0.1, -0.2], [-0.1, 0.2, 0.2], [0.2, -0.3, 0.0], [0.0, 0.0, 0.0], [0.0, 0.1, -0.1], [0.0, 0.0, 0.0], [0.0, -0.1, 0.0], [-0.1, 0.3, -0.2], [0.0, 0.0, 0.1], [0.0, 0.0, -0.1], [0.0, 0.0, 0.0], [0.0, 0.0, 0.0], [0.0, 0.0, 0.0], [0.0, 0.0, 0.0], [0.0, -0.1, 0.0], [0.0, 0.0, 0.0], [0.0, 0.0, 0.0], [0.0, 0.0, 0.0], [0.0, 0.0, 0.0], [0.0, 0.0, 0.1]],
  "spin_multiplicity": 1,
  "homo_lumo_gap_ev": 7.32,
  "charge": 1,
  "energy_ev": -182585.1734,
  "homo_ev": -9.56,
  "relative_energy_ev": 0.529
}